Here is 14 unconnected molecules or ions with the total composition C76H90Cl4F18N12O4P3 in a non-equilibrium geometry from OMol25. Energies are from ωB97M-V with the def2-TZVPD basis set.

Its HOMO energy is -10.562 eV. For the HOMO-LUMO gap, the calculation gives 3.889 eV. Its spin multiplicity is 1. As for the total energy: -233207.190 eV. Its total charge is +3.

Last column: Löwdin charge in e.
CARTESIAN COORDINATES (ANGSTROEM)
1 C 1.62 -1.89 0.79  0.043
2 N 2.78 -2.22 1.65  -0.026
3 C 3.01 -3.46 2.09  0.030
4 C 4.19 -3.76 2.69  0.060
5 C 5.04 -2.63 3.05  -0.089
6 C 4.73 -1.35 2.61  0.042
7 C 3.59 -1.22 1.87  -0.028
8 C 6.29 -3.07 3.74  -0.150
9 C 6.66 -2.54 4.94  0.059
10 C 7.55 -3.24 5.72  0.020
11 N 8.12 -4.38 5.31  -0.073
12 C 7.85 -4.82 4.04  0.039
13 C 6.98 -4.12 3.25  0.011
14 C 8.87 -5.27 6.22  0.033
15 H 1.97 -1.41 -0.09  0.103
16 H 0.97 -1.18 1.27  0.105
17 H 1.09 -2.83 0.59  0.063
18 H 2.26 -4.23 1.87  0.128
19 H 4.48 -4.75 3.03  0.131
20 H 5.32 -0.47 2.74  0.122
21 H 3.52 -0.23 1.31  0.066
22 H 6.25 -1.60 5.26  0.145
23 H 7.92 -2.88 6.67  0.160
24 H 8.35 -5.75 3.70  0.166
25 H 6.81 -4.58 2.28  0.147
26 H 9.53 -5.90 5.66  0.094
27 H 8.17 -5.90 6.77  0.123
28 H 9.46 -4.71 6.96  0.118
29 C 1.68 -3.45 -5.82  -0.050
30 N 1.26 -2.94 -4.52  -0.113
31 C 0.55 -3.78 -3.68  -0.199
32 C -0.27 -3.27 -2.58  0.040
33 C -0.52 -1.91 -2.59  -0.186
34 C 0.04 -1.08 -3.57  -0.133
35 C 0.85 -1.68 -4.51  -0.260
36 C -1.43 -1.20 -1.62  -0.109
37 C -1.46 -1.42 -0.25  0.019
38 C -2.33 -0.73 0.53  -0.042
39 N -3.14 0.25 0.03  -0.064
40 C -3.15 0.49 -1.30  -0.003
41 C -2.23 -0.17 -2.07  0.018
42 C -4.03 1.05 0.87  -0.097
43 H 0.90 -4.05 -6.26  0.036
44 H 2.57 -4.06 -5.67  0.095
45 H 1.90 -2.65 -6.55  0.097
46 H 0.08 -4.61 -4.19  0.103
47 H -0.47 -3.92 -1.73  0.098
48 H -0.22 -0.02 -3.63  0.104
49 H 1.23 -1.05 -5.29  0.100
50 H -0.85 -2.19 0.19  0.094
51 H -2.40 -0.87 1.59  -0.016
52 H -3.74 1.29 -1.64  0.136
53 H -2.33 -0.05 -3.17  0.143
54 H -4.19 2.06 0.45  0.000
55 H -3.82 1.10 1.92  0.012
56 H -5.00 0.56 0.80  0.068
57 C 2.43 2.54 -4.40  0.015
58 N 2.99 3.85 -4.26  -0.067
59 C 3.04 4.79 -5.26  0.032
60 C 3.55 6.09 -5.06  0.038
61 C 4.08 6.42 -3.83  -0.159
62 C 3.90 5.55 -2.79  0.034
63 C 3.41 4.25 -3.03  0.008
64 C 4.73 7.71 -3.43  -0.105
65 C 5.91 8.10 -4.02  0.043
66 C 6.64 9.12 -3.47  0.032
67 N 6.12 9.84 -2.45  -0.073
68 C 4.94 9.48 -1.90  -0.009
69 C 4.23 8.41 -2.32  0.063
70 C 6.77 10.99 -1.71  0.053
71 H 2.61 2.11 -5.36  0.100
72 H 1.34 2.57 -4.19  0.130
73 H 2.90 1.90 -3.67  0.088
74 H 2.53 4.52 -6.22  0.164
75 H 3.53 6.79 -5.91  0.140
76 H 4.26 5.72 -1.77  0.153
77 H 3.30 3.52 -2.21  0.108
78 H 6.30 7.54 -4.85  0.137
79 H 7.53 9.58 -3.93  0.160
80 H 4.59 10.12 -1.08  0.156
81 H 3.26 8.25 -1.91  0.129
82 H 7.51 11.49 -2.33  0.102
83 H 7.24 10.54 -0.85  0.109
84 H 5.93 11.68 -1.45  0.120
85 C -4.37 -5.82 -0.72  0.021
86 N -4.02 -5.49 -2.09  -0.073
87 C -4.89 -4.80 -2.87  0.042
88 C -4.67 -4.78 -4.26  0.069
89 C -3.51 -5.33 -4.79  -0.120
90 C -2.61 -5.93 -3.93  0.050
91 C -2.91 -6.09 -2.57  0.050
92 C -3.07 -5.20 -6.21  -0.118
93 C -1.91 -5.91 -6.67  0.047
94 C -1.33 -5.56 -7.88  -0.020
95 N -1.73 -4.47 -8.55  -0.090
96 C -2.90 -3.85 -8.15  -0.041
97 C -3.59 -4.23 -7.03  -0.031
98 C -0.80 -3.88 -9.54  0.010
99 H -3.47 -5.98 -0.14  0.069
100 H -4.98 -6.70 -0.79  0.108
101 H -5.02 -4.93 -0.31  0.132
102 H -5.80 -4.39 -2.41  0.131
103 H -5.35 -4.25 -4.89  0.122
104 H -1.67 -6.33 -4.24  0.091
105 H -2.25 -6.50 -1.82  0.137
106 H -1.46 -6.72 -6.15  0.114
107 H -0.46 -6.11 -8.29  0.161
108 H -3.33 -3.10 -8.81  0.148
109 H -4.42 -3.56 -6.88  0.129
110 H -1.13 -2.86 -9.80  0.105
111 H -0.59 -4.58 -10.35  0.107
112 H 0.19 -3.62 -9.01  0.118
113 C -0.02 2.51 0.90  0.040
114 N 0.31 3.17 2.18  -0.044
115 C -0.71 3.54 3.00  0.043
116 C -0.44 3.79 4.34  0.047
117 C 0.86 3.74 4.79  -0.129
118 C 1.87 3.46 3.82  0.035
119 C 1.60 3.15 2.56  -0.006
120 C 1.21 3.87 6.21  -0.129
121 C 0.68 2.98 7.20  0.052
122 C 0.96 3.19 8.51  -0.045
123 N 1.75 4.19 8.88  -0.152
124 C 2.29 5.06 8.03  -0.051
125 C 1.96 4.93 6.68  0.030
126 C 2.14 4.27 10.30  -0.044
127 H -1.02 2.22 0.90  0.065
128 H 0.56 1.61 0.73  0.094
129 H 0.17 3.23 0.09  0.077
130 H -1.79 3.50 2.60  0.094
131 H -1.27 4.02 4.98  0.138
132 H 2.88 3.40 4.13  0.126
133 H 2.33 2.76 1.80  0.154
134 H 0.09 2.09 6.97  0.141
135 H 0.62 2.55 9.34  0.161
136 H 3.09 5.70 8.37  0.138
137 H 2.43 5.59 5.99  0.124
138 H 1.48 4.89 10.92  0.113
139 H 3.15 4.49 10.37  0.026
140 H 2.08 3.24 10.62  0.085
141 C -8.16 5.17 0.79  0.045
142 N -7.98 3.81 1.42  -0.060
143 C -8.47 2.65 0.83  0.025
144 C -8.21 1.45 1.44  0.029
145 C -7.42 1.35 2.63  -0.095
146 C -6.84 2.53 3.04  -0.024
147 C -7.10 3.75 2.41  -0.135
148 C -7.03 0.04 3.27  -0.098
149 C -7.76 -1.14 3.09  -0.013
150 C -7.29 -2.35 3.47  0.028
151 N -6.01 -2.42 4.05  -0.064
152 C -5.31 -1.30 4.25  -0.062
153 C -5.74 -0.08 3.78  0.004
154 C -5.39 -3.70 4.36  0.016
155 H -9.00 5.10 0.14  0.080
156 H -7.24 5.38 0.23  0.111
157 H -8.32 5.95 1.54  0.108
158 H -8.99 2.62 -0.13  0.150
159 H -8.42 0.56 0.91  0.095
160 H -6.13 2.50 3.84  0.105
161 H -6.67 4.58 2.89  0.091
162 H -8.71 -1.11 2.56  0.139
163 H -7.78 -3.26 3.22  0.140
164 H -4.32 -1.38 4.72  0.037
165 H -5.00 0.68 3.85  0.070
166 H -4.63 -3.58 5.18  0.124
167 H -4.89 -4.13 3.51  0.098
168 H -6.17 -4.39 4.72  0.111
169 P -0.45 -5.47 1.01  0.249
170 F -1.33 -6.30 2.06  -0.137
171 F -1.74 -4.98 0.13  -0.185
172 F -0.58 -4.09 1.95  -0.185
173 F 0.55 -4.62 -0.01  -0.205
174 F 0.87 -5.89 1.87  -0.170
175 F -0.36 -6.72 -0.01  -0.148
176 P 0.24 5.52 -1.76  0.234
177 F -0.23 5.47 -0.26  -0.132
178 F -0.80 4.31 -2.10  -0.155
179 F -0.74 6.74 -2.10  -0.125
180 F 0.85 5.50 -3.31  -0.176
181 F 1.39 6.68 -1.38  -0.210
182 F 1.37 4.38 -1.31  -0.208
183 P -6.29 -1.70 -0.75  0.217
184 F -5.56 -2.15 -2.14  -0.161
185 F -6.55 -3.25 -0.48  -0.161
186 F -4.86 -1.83 0.06  -0.151
187 F -7.03 -1.32 0.75  -0.205
188 F -6.09 -0.12 -0.97  -0.142
189 F -7.70 -1.57 -1.44  -0.118
190 Cl -1.22 -2.25 -6.01  0.017
191 Cl 4.37 2.90 8.64  -0.434
192 Cl -4.32 3.99 1.84  -0.155
193 Cl -2.42 -0.33 3.77  -0.242
194 C 5.48 0.87 -0.12  0.000
195 C 4.11 1.27 -0.45  -0.681
196 O 3.19 0.88 0.40  -0.117
197 O 3.89 1.84 -1.50  -0.007
198 H 5.55 0.46 0.88  0.045
199 H 6.17 1.68 -0.28  0.086
200 H 5.73 0.12 -0.85  0.094
201 C 2.29 -6.70 -1.89  0.014
202 C 1.54 -5.96 -2.94  -0.570
203 O 1.70 -4.62 -2.79  -0.006
204 O 0.83 -6.45 -3.78  0.051
205 H 1.97 -7.73 -1.83  0.094
206 H 2.22 -6.30 -0.89  0.064
207 H 3.29 -6.48 -2.20  0.085



Here is a molecular structure, C6H9N in a non-equilibrium geometry from OMol25. Energies are from ωB97M-V with the def2-TZVPD basis set.

Its HOMO energy is -8.740 eV. For the HOMO-LUMO gap, the calculation gives 9.768 eV. Its spin multiplicity is 1. For the energy above the lowest of the compared OMol25 structures with the same formula, charge and spin, the calculation gives 434.55 kJ/mol. As for the total energy: -7853.656 eV. Its total charge is 0.

Last column: natural (NBO) charge in e.
CARTESIAN COORDINATES (ANGSTROEM)
1 C -0.46 0.01 1.80  -0.618
2 C -0.82 0.69 0.50  -0.192
3 C 0.13 1.00 -0.61  -0.196
4 C 1.34 0.10 -0.65  -0.592
5 C -0.99 -0.02 -0.83  -0.337
6 C -0.06 -1.14 -0.95  0.326
7 N 0.16 -2.31 -1.32  -0.583
8 H 0.38 -0.68 1.69  0.219
9 H -0.19 0.76 2.55  0.216
10 H -1.31 -0.56 2.18  0.218
11 H -1.60 1.45 0.60  0.225
12 H 0.11 1.97 -1.09  0.220
13 H 1.96 0.26 -1.55  0.215
14 H 2.02 0.15 0.23  0.209
15 H 1.10 -1.83 -1.12  0.428
16 H -1.88 0.07 -1.43  0.240